Record 1
A cluster of 2 separate species, C9H14 in total in a non-equilibrium geometry. Source: OMol25; level of theory: ωB97M-V/def2-TZVPD.

**SMILES**: Cc1ccccc1.CC
**HOMO energy**: -8.934 eV
**Largest force on an atom**: 0.09544 Eh/bohr
**Frontier orbital gap**: 0.365 hartree
**Energy above the lowest of the compared OMol25 structures with the same formula, charge and spin**: 2.500 eV
**Total charge**: 0

Atoms and positions in Å:
C (-1.43608, -0.01284, 1.38470)
C (-0.38834, 1.56538, -0.35155)
C (-0.36307, 0.74142, 0.72290)
C (0.69209, 2.38411, -0.83117)
C (1.82622, 2.24177, -0.09449)
C (0.81714, 0.65253, 1.43098)
C (1.88904, 1.44935, 1.07985)
H (-1.30128, 1.57258, -0.94242)
H (0.52576, 2.96730, -1.70961)
H (-1.73719, -0.92791, 0.97789)
H (-2.21825, 0.75026, 1.46036)
H (2.80368, 2.55121, -0.40686)
H (1.00666, -0.15742, 2.07623)
H (2.59064, 1.49824, 1.81265)
H (-1.40724, -0.50478, 2.44690)
C (-0.38099, -1.48389, -1.54193)
C (-0.34587, -2.75699, -0.81704)
H (0.33510, -0.70734, -1.17464)
H (-0.27251, -1.59900, -2.63387)
H (-1.26235, -0.77261, -1.36260)
H (0.27213, -3.64283, -1.07615)
H (-0.21983, -2.72383, 0.34466)
H (-1.42546, -3.08469, -0.79479)

Mulliken population analysis, charges in e, atoms 1 to 6:
1 C -1.360
2 C 0.180
3 C 0.323
4 C -0.809
5 C -0.269
6 C -0.070

Record 2
A structure of composition C29H36N5O2Pd in a non-equilibrium geometry. Source: OMol25; level of theory: ωB97M-V/def2-TZVPD.

**HOMO energy (spin up / spin down)**: -10.254 / -10.280 eV
**Largest force on an atom**: 0.02259 Eh/bohr
**Frontier orbital gap (spin up / spin down)**: 0.252 / 0.252 hartree
**Energy above the lowest of the compared OMol25 structures with the same formula, charge and spin**: 1.985 eV
**Total charge**: +1

Atoms and positions in Å:
Pd (0.33678, 0.99589, -0.82150)
C (-1.14392, -2.38913, -4.68640)
C (-1.43807, -2.53737, -3.18882)
C (-2.95257, -2.55652, -2.95315)
C (-0.82121, -3.84138, -2.66891)
C (-0.84231, -1.40308, -2.46370)
C (-0.28734, -0.51066, -1.86319)
H (-1.55686, -3.23822, -5.22982)
H (-0.07049, -2.34928, -4.86826)
H (-1.59192, -1.47726, -5.08203)
H (-3.40202, -3.39219, -3.48877)
H (-3.41267, -1.63480, -3.30941)
H (-3.17767, -2.66569, -1.89286)
H (-1.23269, -4.68991, -3.21363)
H (-1.03943, -3.97357, -1.60888)
H (0.26018, -3.83565, -2.80000)
C (-3.45506, 4.03629, -3.70217)
C (-2.31574, 3.87409, -2.76026)
C (-1.57745, 4.79604, -2.04835)
C (-0.62445, 4.05809, -1.32693)
N (-0.77500, 2.76400, -1.58608)
N (-1.79911, 2.67007, -2.45599)
C (0.41375, 4.54162, -0.37447)
H (-3.71741, 5.08683, -3.78736)
H (-4.33348, 3.49406, -3.35445)
H (-3.19951, 3.66796, -4.69512)
H (-1.70942, 5.86070, -2.04454)
H (-2.07706, 1.75888, -2.79261)
H (0.35480, 5.62204, -0.26634)
H (1.41760, 4.28719, -0.72207)
H (0.27877, 4.07564, 0.60076)
C (0.27750, -3.02535, 1.95159)
O (0.91761, -2.16351, 2.87979)
C (0.88060, -2.48100, 4.19823)
C (0.48621, -3.70762, 4.72153)
C (0.53443, -3.93045, 6.09190)
C (0.97352, -2.94325, 6.96014)
C (1.34800, -1.71154, 6.44581)
C (1.28605, -1.47808, 5.08358)
N (1.70055, -0.21999, 4.56499)
C (1.08267, 0.53990, 3.67498)
C (-0.24883, 0.50092, 3.24648)
C (-1.30751, -0.15311, 3.94311)
C (-2.56948, -0.17430, 3.43672)
C (-2.82616, 0.45019, 2.18882)
C (-1.85277, 1.09993, 1.49538)
C (-0.51051, 1.16142, 1.99081)
O (0.40656, 1.72028, 1.32680)
H (0.33208, -2.51840, 0.98821)
H (-0.76856, -3.17447, 2.22847)
H (0.78915, -3.98738, 1.88884)
H (0.15915, -4.49547, 4.06272)
H (0.23431, -4.89338, 6.47741)
H (1.00926, -3.11953, 8.02342)
H (1.67317, -0.91583, 7.10208)
H (2.64384, 0.05243, 4.80933)
H (1.71088, 1.29465, 3.21494)
H (-1.11132, -0.60618, 4.90132)
H (-3.37460, -0.64325, 3.98161)
H (-3.82949, 0.41891, 1.78435)
H (-2.07234, 1.59375, 0.55004)
C (4.81643, 2.28791, -3.84410)
N (4.01281, 1.54338, -2.89309)
C (4.37399, 0.39146, -2.24432)
C (3.32762, 0.05645, -1.44352)
N (2.34424, 0.99696, -1.58853)
C (2.78262, 1.86851, -2.47084)
H (5.76534, 1.77406, -3.96997)
H (5.00458, 3.29376, -3.47312)
H (4.30980, 2.33778, -4.80624)
H (5.32063, -0.07866, -2.41385)
H (3.21809, -0.78258, -0.78251)
H (2.24085, 2.72606, -2.82803)

Mulliken population analysis, charges in e, atoms 1 to 6:
1 Pd 0.596
2 C -1.606
3 C 2.237
4 C -1.524
5 C -1.573
6 C -0.156

Record 3
A structure of composition C13H12NiO5P in a non-equilibrium geometry. Source: OMol25; level of theory: ωB97M-V/def2-TZVPD.

**HOMO energy (spin up / spin down)**: -11.333 / -11.331 eV
**<S²>**: 2.02
**Spin multiplicity**: 3
**Largest force on an atom**: 0.19358 Eh/bohr
**Frontier orbital gap (spin up / spin down)**: 0.179 / 0.140 hartree
**Energy above the lowest of the compared OMol25 structures with the same formula, charge and spin**: 3.584 eV
**Total charge**: +1

Atoms and positions in Å:
O (-0.87000, -5.23630, -1.50921)
C (-0.96842, -4.38162, -2.26758)
Ni (1.26562, -0.64794, -3.45489)
O (2.29481, -2.35464, -1.32590)
C (1.86338, -1.85675, -2.27561)
C (1.88843, 1.00628, -3.68906)
O (2.09298, 2.05257, -3.15057)
C (0.27595, 0.61671, -4.32578)
O (-0.21807, 1.40290, -5.07392)
C (2.23301, -1.51631, -4.66154)
O (2.34040, -1.79254, -5.80058)
H (-0.18556, -0.09724, -3.33117)
C (0.75931, 1.32371, -0.05505)
P (-1.03380, 1.16070, 0.35712)
C (-1.27790, -0.59918, -0.12830)
C (-0.86195, 1.02964, 2.17436)
C (0.09719, 0.20975, 2.81168)
C (0.07634, 0.11221, 4.20799)
C (-0.88792, 0.77570, 4.96832)
C (-1.88540, 1.52796, 4.32940)
C (-1.88852, 1.62211, 2.93775)
H (1.24922, 0.33574, -0.13246)
H (1.26966, 1.92030, 0.71700)
H (0.74699, 1.86953, -1.01648)
H (-2.05227, -1.05628, 0.49333)
H (-1.63655, -0.58383, -1.16505)
H (-0.37826, -1.22032, -0.05842)
H (0.88195, -0.31173, 2.24907)
H (0.87396, -0.42104, 4.73293)
H (-0.81303, 0.79576, 6.06012)
H (-2.58472, 2.10610, 4.93835)
H (-2.66683, 2.20806, 2.44414)

Mulliken population analysis, charges in e, atoms 1 to 6:
1 O -0.160
2 C 0.163
3 Ni 0.045
4 O -0.147
5 C 0.575
6 C 0.319

Record 4
A structure of composition C14H15AsF6N2RuS2. Source: OMol25; level of theory: ωB97M-V/def2-TZVPD.

**HOMO energy (spin up / spin down)**: -13.498 / -13.907 eV
**<S²>**: 0.83
**Spin multiplicity**: 2
**Largest force on an atom**: 0.00810 Eh/bohr
**Frontier orbital gap (spin up / spin down)**: 0.230 / 0.250 hartree
**Energy above the lowest of the compared OMol25 structures with the same formula, charge and spin**: 0.000 eV
**Total charge**: +1

Atoms and positions in Å:
Ru (-0.25421, -0.09315, -0.08398)
C (1.39705, 0.05338, 1.40387)
C (1.77020, 0.76858, 0.21722)
C (0.81524, 1.82609, 0.03519)
C (-0.12219, 1.77864, 1.12181)
C (0.22613, 0.67086, 1.95799)
C (-0.44904, 0.21363, 3.20811)
C (-1.18276, 2.80012, 1.37356)
C (0.88230, 2.89400, -1.00638)
C (2.97260, 0.53870, -0.63856)
C (2.07649, -1.12701, 2.00835)
H (0.21361, 0.37612, 4.06081)
H (-0.66555, -0.85447, 3.16736)
H (-1.37652, 0.74980, 3.39390)
H (-0.70155, 3.73453, 1.67017)
H (-1.85657, 2.50170, 2.17309)
H (-1.77313, 3.00933, 0.48221)
H (1.47066, 3.73004, -0.62014)
H (-0.10585, 3.27408, -1.26015)
H (1.36752, 2.54170, -1.91463)
H (3.66326, 1.37690, -0.52680)
H (2.71285, 0.46899, -1.69513)
H (3.49215, -0.37419, -0.36006)
H (2.53647, -0.82376, 2.95164)
H (2.84491, -1.53602, 1.35828)
H (1.36323, -1.92476, 2.22442)
S (-0.30834, -0.22902, -2.33947)
C (-1.89363, -0.23403, -2.79983)
C (-2.22248, -0.38369, -4.18299)
N (-2.47989, -0.49576, -5.29658)
C (-2.91277, -0.04388, -1.82459)
S (-2.51428, 0.19611, -0.23496)
C (-4.28868, -0.00684, -2.21025)
N (-5.39521, 0.02210, -2.51726)
F (-0.42058, -2.04974, 0.29675)
As (0.13442, -3.77438, -0.52083)
F (-0.23302, -2.95574, -2.00373)
F (-1.51396, -4.17108, -0.36578)
F (0.63141, -5.21255, -1.23785)
F (0.42098, -4.22855, 1.09757)
F (1.67873, -3.00680, -0.56236)

Mulliken population analysis, charges in e, atoms 1 to 6:
1 Ru 0.654
2 C 0.989
3 C 1.106
4 C 0.216
5 C 0.730
6 C 0.686

Record 5
A structure of composition C23H41BrP2Pb in a non-equilibrium geometry. Source: OMol25; level of theory: ωB97M-V/def2-TZVPD.

**HOMO energy (spin up / spin down)**: -12.052 / -12.047 eV
**Largest force on an atom**: 0.11885 Eh/bohr
**Frontier orbital gap (spin up / spin down)**: 0.109 / 0.109 hartree
**Energy above the lowest of the compared OMol25 structures with the same formula, charge and spin**: 4.318 eV
**Total charge**: +2

Atoms and positions in Å:
Pb (-0.09059, 2.67188, -1.86464)
C (-0.88628, -2.11934, 3.56513)
C (0.41763, -2.45141, 3.09883)
C (0.63364, -0.86809, 4.75638)
C (-0.74952, -1.14599, 4.59455)
C (1.35705, -1.67840, 3.83823)
C (-2.15268, -2.71996, 3.10397)
H (-2.10979, -2.96001, 2.03408)
H (-2.99141, -2.03435, 3.27245)
H (-2.37878, -3.65448, 3.64032)
C (-1.84096, -0.54357, 5.38196)
H (-2.80091, -0.65621, 4.86657)
H (-1.65245, 0.52609, 5.54333)
H (-1.94302, -1.00913, 6.37512)
C (1.20798, 0.08371, 5.72849)
H (1.30574, -0.35673, 6.73296)
H (0.56593, 0.96854, 5.82111)
H (2.20613, 0.40738, 5.41544)
C (2.82510, -1.71856, 3.68844)
H (3.27492, -2.50267, 4.31708)
H (3.27383, -0.76298, 3.98417)
H (3.11069, -1.92312, 2.65005)
C (0.74194, -3.45140, 2.06474)
H (0.98917, -4.42681, 2.51061)
H (1.60684, -3.13982, 1.46425)
H (-0.10654, -3.60664, 1.38724)
C (-1.82823, 2.33416, -3.13290)
C (-2.22962, 0.87775, -3.13510)
C (-1.41169, 0.00373, -4.10847)
C (0.12618, -0.01262, -3.99177)
C (0.87196, 1.09933, -3.27235)
C (0.97836, 2.41641, -3.80978)
C (0.03367, 2.97646, -4.86168)
C (-1.47873, 2.86413, -4.53227)
H (-1.66495, 0.30450, -5.13502)
H (0.50952, -0.08985, -5.02928)
H (-1.77754, -1.03236, -4.04786)
H (-1.96654, 2.26761, -5.31601)
H (-2.54930, 2.98028, -2.61100)
H (-3.26466, 0.85036, -3.55585)
H (-1.92842, 3.86453, -4.63289)
H (0.28154, 4.04117, -4.97107)
H (1.92807, 2.94903, -3.72643)
H (0.23646, 2.50093, -5.84014)
H (0.41571, -0.96260, -3.51736)
H (1.68595, 0.74614, -2.62719)
P (-2.71638, 0.03079, -1.44062)
C (-4.53711, 0.20570, -1.45732)
C (-2.50364, -1.77190, -1.66396)
P (3.64035, 0.70826, 0.84418)
C (1.98888, 0.20064, 0.63071)
C (4.38962, -0.24751, -0.56809)
C (3.53855, 2.44371, 0.19580)
H (-4.77831, 1.19586, -1.03633)
H (-5.00447, -0.55960, -0.81784)
H (-4.92405, 0.12902, -2.47783)
H (-1.75543, -2.03168, -2.42131)
H (-3.46815, -2.24321, -1.89768)
H (-2.14547, -2.16299, -0.69836)
H (3.23972, 2.47531, -0.86036)
H (4.52796, 2.90268, 0.31140)
H (2.81069, 3.00640, 0.79906)
H (1.82009, -0.81755, 0.25159)
H (1.15505, 0.66422, 1.15504)
H (5.24219, -0.81690, -0.16956)
H (4.75611, 0.41058, -1.36637)
H (3.65068, -0.95226, -0.96713)
Br (0.29171, 5.32343, -2.46145)

Mulliken population analysis, charges in e, atoms 1 to 6:
1 Pb 0.560
2 C 0.409
3 C 1.064
4 C 1.026
5 C 0.236
6 C 0.146